1.
C3H4ClNO2 | ωB97M-V/def2-TZVPD

The geometry in XYZ format:
```
11
Properties=species:S:1:pos:R:3:forces:R:3:lowdin_spin:R:1
Cl 2.78935 -0.46139 -0.00160 4.65 -1.32 -0.12 1.0176
O 1.50820 2.22220 -0.27663 0.67 0.71 -0.19 0.1204
O 0.38987 -2.11872 -0.05989 0.65 -1.22 0.43 0.0924
N 1.05631 0.04463 0.08069 -3.07 0.76 0.36 0.6458
C 0.09687 -0.97175 0.00000 -1.56 1.31 -1.54 0.0362
C 0.79232 1.39252 0.18514 -2.79 0.42 0.52 0.0575
C -1.35101 -0.52078 -0.14600 1.55 2.58 0.01 0.0126
H -1.59679 0.37391 -0.80199 0.80 -0.87 0.99 0.0004
H -1.87611 -1.30376 -0.53400 -1.53 -2.26 -0.62 0.0021
H -0.23797 1.66190 0.66728 1.63 -0.38 -0.29 0.0152
H -1.57103 -0.31875 0.88700 -1.00 0.27 0.43 -0.0003
```
Positions in Å, forces in eV/Å.

## Properties
LUMO level (spin up / spin down): 0.0213 / -0.1379 Eh
Highest occupied orbital energy (spin up / spin down): -7.095 / -10.831 eV
Total charge: 0
Energy: -781.96384 Ha
2S+1: 3
Maximum force: 4.84 eV/A
Kohn-Sham gap (spin up / spin down): 0.2821 / 0.2601 Ha
Energy relative to the best compared isomer or geometry (same formula, charge and spin): 0.0 kJ/mol

***

2.
FeHO2S | ωB97M-V/def2-TZVPD

The geometry in XYZ format:
```
5
Properties=species:S:1:pos:R:3:forces:R:3:lowdin_spin:R:1
Fe 0.11929 0.58453 0.48860 0.41 -1.04 0.74 3.6623
S -0.47065 -1.07040 -1.24389 1.40 0.19 4.50 0.4895
O 0.05573 -1.30365 0.56600 -1.83 -0.72 -5.10 0.6506
O 0.86181 0.34699 2.15918 0.02 1.55 -0.01 0.1862
H 1.71586 -0.05034 2.33855 0.00 0.03 -0.13 0.0114
```
Positions in Å, forces in eV/Å.

## Properties
LUMO level (spin up / spin down): -0.0334 / -0.0787 Eh
Highest occupied orbital energy (spin up / spin down): -9.195 / -9.362 eV
Total charge: 0
Energy: -1812.83984 Ha
2S+1: 6
Maximum force: 5.47 eV/A
Kohn-Sham gap (spin up / spin down): 0.3045 / 0.2653 Ha
Energy relative to the best compared isomer or geometry (same formula, charge and spin): 0.0 kJ/mol

***

3.
C2H7NO3 | ωB97M-V/def2-TZVPD

The geometry in XYZ format:
```
13
Properties=species:S:1:pos:R:3:forces:R:3:lowdin_charge:R:1
O -0.38186 -0.93962 0.32471 -1.05 0.81 1.54 -0.1247
O 1.97659 2.26039 0.22780 -0.99 -0.59 0.65 0.0740
O 4.05850 1.67480 -0.25126 0.69 -0.51 0.35 0.0877
N -2.71163 -0.85261 -0.18767 0.76 1.21 -0.11 -0.0168
C 2.89090 1.57419 -0.45367 0.59 0.55 -1.10 -0.4073
C -1.59851 -1.73976 0.14594 0.22 2.76 -0.41 -0.3159
H -2.41948 -0.57025 -1.13712 -0.83 0.53 0.64 0.0703
H 2.46539 1.00939 -1.26742 -0.31 -0.33 -0.48 0.1324
H -0.67285 -0.13132 0.84693 0.79 -1.49 -0.84 0.0893
H 2.29775 2.16873 1.12922 -0.01 0.85 0.60 0.1126
H -2.64078 0.02165 0.41833 -0.39 -1.48 -1.01 0.0879
H -1.34989 -2.16506 -0.80328 -0.13 -1.71 0.07 0.1044
H -1.91413 -2.31053 1.00747 0.66 -0.60 0.09 0.1061
```
Positions in Å, forces in eV/Å.

## Properties
LUMO level: 0.0204 Eh
SMILES: O=CO.NCO
Highest occupied orbital energy: -10.135 eV
Total charge: 0
Energy: -360.84064 Ha
Maximum force: 2.80 eV/A
Kohn-Sham gap: 0.3929 Ha
Energy relative to the best compared isomer or geometry (same formula, charge and spin): 191.7 kJ/mol

***

4.
C12H46O11 | ωB97M-V/def2-TZVPD

The geometry in XYZ format:
```
69
Properties=species:S:1:pos:R:3:forces:R:3:lowdin_charge:R:1
O 3.35967 -0.55572 2.24134 -0.09 -0.04 0.06 -0.0498
O 0.66707 -1.61792 3.54746 0.11 0.10 -0.13 -0.0636
O 0.39854 3.83442 2.70180 0.42 1.00 -0.30 -0.0628
O 0.77073 1.33739 3.82176 0.15 -0.15 0.17 -0.0404
O 1.60781 0.89806 -1.39366 0.22 -0.17 0.70 -0.0832
O 2.07581 -3.73776 2.32849 -0.15 0.04 -0.54 -0.0713
O -0.13180 -2.95893 -1.35262 0.23 -0.46 0.01 -0.0723
O -1.66213 -0.09033 1.24851 -0.52 -0.31 -0.09 -0.0402
O -0.05917 -4.48957 0.91224 -0.18 0.29 -0.72 -0.0671
O 0.79099 -0.57259 0.75699 1.04 -0.45 -0.08 -0.0645
O -2.41817 -0.94690 -1.40625 -0.16 -0.02 -0.64 -0.0913
C -0.09821 -3.56822 -3.71296 -0.41 0.45 0.12 -0.0493
C -1.81502 3.97788 3.64924 -0.29 -0.26 0.39 -0.0699
C -0.96537 3.97759 2.38565 -0.99 -1.55 0.29 -0.4896
C 0.69396 -3.40105 -2.42526 0.36 -0.82 -0.61 -0.4607
C 1.45706 2.29604 -1.49665 0.68 0.46 -0.86 -0.5121
C -3.57788 1.13571 -1.55479 -1.00 0.75 -0.25 -0.0540
C -1.12215 0.92972 -2.06658 -1.04 -0.90 -0.72 -0.0524
C 1.85909 2.64239 -2.93521 -0.38 0.11 -0.46 -0.0530
C -1.39133 2.78610 1.51793 -0.83 0.27 0.30 -0.0674
C 1.38009 -4.71583 -2.04443 -0.18 -0.14 0.47 -0.0533
C -2.50665 0.28595 -2.19642 0.69 0.29 1.32 -0.4151
C 2.22310 3.06957 -0.43247 0.61 -0.10 0.81 -0.0376
H -2.85811 4.20514 3.41637 0.03 0.16 0.03 0.0741
H 0.71516 -5.47015 -1.61360 -0.28 0.33 0.12 0.0789
H 2.36821 2.50001 0.49355 -0.56 -0.19 -0.07 0.0756
H -1.06641 2.93247 0.48851 0.51 -0.43 0.02 0.0673
H -1.10245 1.85352 2.00581 0.41 0.28 -0.45 0.0543
H -3.48751 1.25415 -0.47406 0.44 -0.20 0.01 0.0736
H 0.55605 2.97515 3.14139 -0.33 0.15 -0.33 0.0374
H 0.82199 0.43121 3.47824 -0.13 -0.06 0.07 0.0134
H -0.86384 1.08788 -1.02193 -0.14 0.11 -0.08 0.0613
H 1.05745 2.33440 -3.61532 -0.15 0.17 0.09 0.0616
H 0.51326 -4.01428 -4.49430 0.04 0.13 -0.06 0.0812
H -1.94598 -0.20930 0.32370 -0.22 -0.26 0.08 0.0285
H -0.98421 -4.19253 -3.57330 0.14 -0.17 0.18 0.0880
H 2.15929 -4.50445 -1.31054 0.09 -0.24 -0.05 0.0795
H -4.59602 0.76553 -1.71957 0.12 -0.26 -0.11 0.0818
H 2.76945 -3.50190 1.70382 0.10 -0.12 0.13 0.0368
H -0.01567 -2.29423 3.50733 0.09 -0.07 0.14 0.0469
H 1.50710 -2.68326 -2.57101 -0.18 0.22 -0.12 0.1417
H -2.72686 0.05215 -3.23892 -0.08 -0.09 0.02 0.1380
H -1.13307 1.86651 -2.62188 0.12 0.03 0.10 0.0939
H -1.54144 -0.98583 1.58300 -0.41 -0.13 0.16 0.0708
H 0.40054 2.60513 -1.47277 0.26 -0.17 0.57 0.0869
H 2.71520 2.11111 -3.35433 0.36 0.08 0.66 0.0795
H -0.47594 -2.59671 -4.04650 0.14 -0.02 -0.16 0.0772
H 3.26611 3.30891 -0.66348 -0.18 0.08 -0.61 0.0798
H 1.71226 3.98001 -0.12075 0.00 0.07 -0.18 0.0772
H -0.01871 -4.02196 0.03673 -0.34 -0.14 0.61 0.0199
H 0.80764 -1.48400 1.07766 0.15 0.16 -0.05 0.0364
H -3.60082 2.15513 -1.95263 0.21 -0.10 -0.14 0.0911
H -2.48451 2.70218 1.45121 -0.02 0.25 0.09 0.0766
H 1.79683 -5.24425 -2.90095 0.30 0.45 -0.14 0.0811
H -0.12707 -0.28845 0.88938 -0.06 0.46 0.18 -0.0219
H 1.32054 1.32716 4.61323 -0.04 -0.03 -0.08 0.0692
H 1.47206 -2.06657 3.22134 -0.28 -0.04 0.16 0.0128
H -0.59175 -5.27604 0.75821 0.10 0.00 0.10 0.0652
H 2.57371 -0.20979 1.79106 0.01 -0.06 -0.02 0.0003
H -1.82030 2.98220 4.10554 0.11 -0.06 -0.12 0.0772
H 3.67216 -1.26646 1.67409 0.06 0.14 -0.05 0.0285
H -1.24079 4.85478 1.79691 1.00 0.49 0.21 0.1318
H -0.37901 0.25627 -2.49807 0.02 0.24 0.08 0.0908
H 1.34935 -4.09633 1.75864 0.34 0.02 0.50 -0.0008
H 1.50225 0.60238 -0.46379 -0.05 0.06 -0.69 0.0485
H 1.99578 3.72062 -3.04931 0.04 -0.08 -0.03 0.0805
H -0.76280 -2.30455 -1.67146 -0.18 0.29 0.15 0.0656
H -1.45522 4.64932 4.43001 0.05 0.25 -0.25 0.0761
H -3.30999 -1.31831 -1.39130 0.14 -0.13 0.09 0.1068
```
Positions in Å, forces in eV/Å.

## Properties
LUMO level: 0.0005 Eh
SMILES: CC(C)O.CC(C)O.CC(C)O.CC(C)O.O.O.O.O.O.O.O
Highest occupied orbital energy: -9.099 eV
Total charge: 0
Energy: -1312.43018 Ha
Maximum force: 1.86 eV/A
Kohn-Sham gap: 0.3349 Ha
Energy relative to the best compared isomer or geometry (same formula, charge and spin): 37.4 kJ/mol

***

5.
C58H40Cl2HfN5O9P2 | ωB97M-V/def2-TZVPD

The geometry in XYZ format:
```
117
Properties=species:S:1:pos:R:3:forces:R:3:lowdin_charge:R:1
Hf -0.64790 0.43182 0.37983 1.84 3.66 -0.37 1.7329
Cl 2.09840 -6.88778 0.77393 -0.09 -0.27 -0.04 0.6870
Cl 3.37140 -1.93718 -0.86877 0.42 0.04 -0.11 0.9291
P -1.23290 -2.19828 1.95063 -0.56 -2.15 1.37 0.2640
P -3.31740 -1.25498 0.30163 -1.40 -1.19 -0.58 0.2461
O -0.25510 -3.29808 1.96983 -0.15 0.18 -0.11 -0.2159
O -0.90960 -0.94908 -1.22547 -0.75 0.20 -0.75 -0.1070
O 0.75820 -1.25688 0.11443 0.04 0.12 0.16 -0.0947
O -2.29960 -2.36848 3.14863 0.31 0.66 -0.15 -0.0985
O -2.15880 -2.37238 0.62903 -0.08 0.67 0.48 -0.2558
O -0.82010 -0.75418 2.04663 -0.23 -0.32 0.51 -0.3316
O -3.49630 -1.52788 -1.28247 0.31 0.32 0.12 -0.1206
O -2.71160 0.11162 0.47193 -0.45 -0.22 -0.04 -0.3287
O -4.57220 -1.60448 0.98263 -0.05 0.13 0.18 -0.2727
N 1.18450 1.13152 1.60823 -0.14 -0.40 0.32 0.0436
N -1.59150 1.99302 -1.01777 -0.41 -0.14 0.09 0.0301
N 2.58830 -4.78908 -1.25387 0.14 -0.54 0.05 0.0619
N 0.95560 1.14112 -1.25087 -0.08 -0.28 -0.02 0.0628
N -1.32170 2.08512 1.80013 -0.28 -0.23 0.09 0.0334
C 1.11530 1.04702 2.96593 -0.23 0.25 0.19 -0.2249
C 2.31180 1.07192 -1.17227 0.12 0.17 0.05 -0.2671
C -6.58970 4.43682 1.05353 -0.13 0.02 0.05 -0.0838
C 2.43160 1.12602 3.52593 0.12 -0.08 -0.08 -0.0060
C 2.87330 0.78072 -2.46557 -0.23 0.11 0.00 -0.0351
C 3.29550 1.25812 2.48733 -0.22 -0.05 0.13 -0.0092
C 2.53910 -3.44038 2.71273 0.19 -0.03 -0.06 -0.0873
C -5.22880 6.30712 0.42793 0.00 0.14 -0.02 -0.0904
C 2.34270 -4.78088 2.43233 0.06 0.06 -0.04 -0.1230
C -1.68000 1.64142 -2.32777 0.44 0.11 -0.61 -0.2442
C -0.65790 1.03822 -3.07157 -0.08 0.37 0.43 -0.0743
C 1.82980 0.64522 -3.31967 -0.10 0.04 0.13 0.0037
C 3.06220 1.17972 0.00353 -0.52 -0.10 0.19 -0.0868
C 0.61260 -2.60688 -3.51527 0.10 -0.08 -0.07 -0.0236
C 2.83230 -2.55738 1.69043 -0.01 -0.19 0.03 -0.0899
C 6.72760 0.33172 0.32013 0.16 -0.01 0.06 -0.0776
C -0.85120 0.60792 -6.82507 0.05 0.01 -0.11 -0.0910
C -3.49040 2.90342 -1.94617 0.16 -0.13 -0.06 0.0191
C 2.39920 -3.61398 -4.73027 -0.03 -0.03 -0.07 -0.0953
C -0.04690 -1.71178 -0.72517 1.29 -1.78 -1.02 -0.6313
C 2.36560 -5.20678 1.12083 -0.01 0.19 0.08 -0.5907
C 1.31670 -2.74948 -4.69517 -0.01 0.02 -0.06 -0.0816
C 4.53310 1.22462 -0.12937 0.24 0.07 0.04 -0.2087
C -0.10630 1.09402 3.69243 -0.07 0.63 -0.68 -0.0628
C -1.81890 -0.37778 -6.91217 -0.04 -0.05 -0.09 -0.1017
C 2.51160 1.19632 1.28913 0.39 0.22 -0.42 -0.2293
C -4.13340 5.47012 0.31823 0.02 -0.11 0.05 -0.0284
C 6.50480 2.31892 -0.99257 0.14 0.08 -0.08 -0.0884
C -2.86260 3.30672 2.98513 0.21 -0.17 0.23 0.0158
C -0.44960 1.08152 -5.58757 0.01 -0.01 0.08 -0.0350
C -2.11810 2.61442 3.88453 -0.20 0.13 -0.18 -0.0061
C -3.05430 3.24232 0.49613 0.29 -0.35 0.23 -0.0774
C -1.16220 1.85072 3.12723 0.65 -0.09 0.39 -0.2524
C 2.79010 -4.27448 -3.58217 0.00 0.01 0.13 -0.0381
C -1.05360 -1.25398 7.14843 -0.11 0.04 0.00 -0.0989
C -4.25390 4.11172 0.58773 -0.03 0.08 -0.02 -0.2199
C -2.70110 2.73812 -0.75457 0.06 0.23 0.05 -0.2310
C 2.11230 -4.09568 -2.37457 -0.37 0.07 -0.55 -0.2582
C -2.39150 -0.88668 -5.75717 -0.10 -0.06 -0.09 -0.0736
C 5.13010 2.24972 -0.86087 -0.07 -0.04 0.05 -0.0349
C -1.99800 -0.41798 -4.51827 0.11 0.11 -0.05 -0.0371
C -2.40120 2.91282 1.68313 -0.24 0.28 -0.35 -0.2179
C 0.04450 -3.15408 -1.17697 -0.16 0.21 0.26 -0.0089
C 2.89950 -3.01238 0.38703 -0.01 -0.39 0.08 -0.5316
C -5.49360 3.59742 0.95263 0.10 0.03 -0.02 -0.0206
C 2.58890 -4.33598 0.04943 0.26 0.19 0.38 -0.3183
C 0.96810 -3.28648 -2.35607 0.15 -0.16 -0.19 -0.1510
C 0.60730 -0.16388 5.79193 0.07 0.13 -0.03 -0.0215
C -1.01320 0.56832 -4.42367 -0.01 -0.08 -0.07 -0.1937
C -6.45910 5.79242 0.79923 -0.06 0.07 -0.02 -0.1042
C -2.87180 2.19012 -2.91797 -0.04 0.01 0.18 0.0187
C -0.36710 0.35152 4.92783 -0.18 -0.14 0.47 -0.1413
C -1.69910 -0.00538 5.20353 0.20 0.10 -0.09 -0.0394
C 0.26780 -0.94318 6.88173 0.06 -0.06 0.09 -0.0928
C 7.31080 1.35812 -0.40437 0.05 0.00 -0.05 -0.1003
C 5.35410 0.26912 0.46453 0.03 0.01 -0.06 -0.0724
C 0.64050 0.91352 -2.55997 -0.03 0.24 -0.09 -0.2342
C -2.03510 -0.77408 6.29923 -0.04 -0.04 0.15 -0.0768
H -5.11670 7.36382 0.23113 -0.02 0.09 -0.02 0.0967
H -5.58600 2.54192 1.16153 0.01 -0.13 0.01 0.1289
H 2.94230 -3.77018 -5.65187 0.07 0.00 -0.05 0.0951
H -3.65050 4.01022 3.18293 -0.08 0.08 0.01 0.1104
H -0.25650 -1.96958 -3.47947 -0.11 0.07 -0.01 0.0965
H -3.16470 5.85932 0.04053 0.08 0.06 -0.05 0.1208
H 3.65280 -4.92658 -3.60067 0.09 -0.02 0.05 0.1079
H -4.39400 3.47942 -2.02207 -0.12 0.08 0.01 0.1096
H 8.38520 1.40402 -0.51857 0.05 0.01 0.01 0.0947
H -7.55210 4.03772 1.34003 -0.06 -0.07 0.02 0.0990
H 3.91590 0.65722 -2.68697 0.18 -0.01 -0.01 0.1079
H 6.95070 3.12682 -1.55707 0.01 0.04 -0.03 0.0975
H 1.04290 -1.32228 7.53383 0.10 0.00 -0.02 0.0970
H 0.34260 -3.74178 -0.31347 -0.09 -0.03 -0.04 0.1079
H -2.16690 2.66202 4.95733 0.00 -0.03 0.10 0.1128
H 2.12730 -5.48588 3.22023 -0.03 -0.07 0.02 0.1030
H -3.07200 -1.01948 6.47613 -0.09 -0.06 -0.04 0.1045
H 2.71270 -5.78668 -1.36137 -0.06 0.23 -0.01 0.0986
H -0.96090 -3.44658 -1.48187 0.02 -0.05 0.04 0.1404
H 7.34870 -0.42818 0.77373 0.02 -0.06 0.03 0.1017
H 0.28260 1.87392 -5.52207 0.07 0.04 0.04 0.1166
H 4.91560 -0.54728 1.01543 -0.08 -0.04 0.06 0.0869
H -1.31140 -1.87928 7.99073 -0.02 -0.03 0.08 0.0945
H 2.68380 1.20572 4.56473 0.01 -0.03 0.13 0.0931
H -3.15460 -1.64788 -5.82707 -0.06 -0.09 0.01 0.1021
H 2.45270 -3.08428 3.72643 -0.02 0.06 0.11 0.1068
H 4.35650 1.40232 2.54073 0.16 0.07 0.00 0.1068
H -2.13440 -0.74228 -7.87917 -0.02 -0.04 -0.08 0.0946
H -3.15440 2.07432 -3.94777 -0.08 0.01 -0.12 0.1112
H 2.97630 -1.50898 1.89503 0.03 0.17 0.00 0.0926
H -0.41410 1.01422 -7.72697 0.03 0.04 -0.04 0.0972
H -2.51550 -3.29488 3.22913 -0.16 -0.45 0.11 0.0750
H -7.31250 6.44932 0.89153 -0.08 0.02 0.00 0.0941
H 1.65190 0.02932 5.62793 0.06 0.01 -0.06 0.0798
H -2.47410 0.28552 4.51463 -0.07 -0.07 -0.08 0.1146
H -4.23550 -2.12968 -1.34867 -0.46 -0.23 -0.12 0.0681
H 4.50180 2.99622 -1.32397 -0.07 0.08 -0.03 0.1208
H 1.86020 0.39462 -4.36177 0.02 -0.06 -0.19 0.0997
H 1.01100 -2.20668 -5.57997 -0.04 0.03 -0.03 0.0990
H -2.43890 -0.80298 -3.60837 -0.03 -0.04 0.10 0.1123
```
Positions in Å, forces in eV/Å.

## Properties
LUMO level: 0.0388 Eh
Highest occupied orbital energy: -4.288 eV
Total charge: -1
Energy: -4836.96421 Ha
Maximum force: 4.11 eV/A
Kohn-Sham gap: 0.1964 Ha
Energy relative to the best compared isomer or geometry (same formula, charge and spin): 190.3 kJ/mol